Record 1
Formula: H12NaO6
Source: the OMol25 dataset
Level of theory: ωB97M-V/def2-TZVPD

Values from the calculation:
- 2S+1 = 1
- charge = +1

Last column: Mulliken charge in e.
Positions of all 19 atoms, in Å:
O (-1.2320, 2.2971, -0.3229)  -0.5834
O (-1.9966, -1.7848, -0.5373)  -0.5272
O (-0.2110, 0.7089, 2.4273)  -0.5089
O (1.9192, 1.1701, -0.0892)  -0.6043
H (2.3966, -1.5496, 0.8884)  0.3067
H (-1.8129, -2.7241, -0.6420)  0.3025
O (-0.3210, -0.2280, -2.5799)  -0.5878
H (1.8579, -2.7519, 0.1270)  0.3120
H (1.7435, 1.9115, 0.5008)  0.3301
O (1.5791, -2.0107, 0.6752)  -0.6091
H (0.2125, -0.9073, -3.0039)  0.3049
H (-1.2149, -0.3736, -2.9054)  0.3150
H (-1.1958, 2.5926, 0.5973)  0.2849
H (0.2166, 0.4915, 3.2630)  0.2850
H (-0.8190, 3.0097, -0.8218)  0.3233
H (-0.7961, 1.4421, 2.6571)  0.2848
H (2.7005, 0.7520, 0.2877)  0.2925
Na (-0.0726, -0.3339, 0.0814)  0.7989
H (-2.9541, -1.7115, -0.6028)  0.2800

---

Record 2
Formula: H12NaO6
Source: the OMol25 dataset
Level of theory: ωB97M-V/def2-TZVPD

Values from the calculation:
- 2S+1 = 1
- charge = +1

Last column: Mulliken charge in e.
Positions of all 19 atoms, in Å:
O (2.7172, 1.0260, 2.6728)  -0.6192
H (1.8638, -3.2861, -1.3259)  0.3131
O (1.7441, -2.6089, -0.6601)  -0.6108
H (2.9303, 3.9725, -1.9544)  0.3148
O (-1.5245, -1.1967, -3.3967)  -0.6366
H (-1.3070, -1.1087, -4.3247)  0.3216
O (-3.7559, 1.2588, 0.0185)  -0.6307
H (3.0510, 1.4900, 3.4406)  0.3153
H (2.5340, -2.6593, -0.1218)  0.3153
O (-1.8537, -1.1616, 3.0971)  -0.6259
H (-2.1009, -0.4380, 3.6728)  0.3201
H (3.2443, 0.2284, 2.6265)  0.3158
H (-4.2764, 1.6158, 0.7380)  0.3191
O (2.3451, 3.2252, -1.8308)  -0.6264
H (2.6067, 2.6010, -2.5077)  0.3184
H (-2.5430, -1.8140, 3.2222)  0.3165
Na (0.0302, 0.5554, 0.0812)  0.9368
H (-1.5099, -2.1400, -3.2352)  0.3207
H (-4.1953, 0.4403, -0.2125)  0.3221

---

Number 1: HOMO energy -0.5461 hartree, Kohn-Sham gap 11.6 eV. Number 2: HOMO energy -0.5313 hartree, Kohn-Sham gap 10.5 eV.